Density functional theory data (ωB97M-V/def2-TZVPD) for a cluster of 2 separate species, C4H11NO in total.

Last column: Löwdin charge in e.
Cartesian coordinates (Å):
1 C -0.185 1.598 0.334  -0.60
2 C 0.349 -1.983 -0.678  -0.18
3 C -0.166 -3.347 -0.221  -0.16
4 C 1.306 1.487 0.583  -0.01
5 O -0.910 2.115 1.163  0.04
6 H 1.159 -1.670 -0.021  0.05
7 H -0.733 -3.336 0.701  0.06
8 H 1.800 0.605 0.178  0.06
9 H -0.071 0.597 -1.483  0.09
10 H -1.623 1.196 -1.090  0.11
11 H 0.657 -4.038 -0.063  0.06
12 H 1.781 2.377 0.168  0.09
13 H 0.758 -1.954 -1.687  0.07
14 H -0.837 -3.725 -0.993  0.06
15 H -0.433 -1.234 -0.599  0.04
16 N -0.658 1.088 -0.830  0.14
17 H 1.425 1.477 1.662  0.08

Output
* HOMO-LUMO gap: 10.65 eV
* structure (SMILES): CC(N)=O.CC
* relative energy (zero: lowest compared OMol25 entry of this formula, charge and spin): 18.5 kJ/mol
* DFT total energy: -7864.3616 eV
* HOMO: -9.79 eV



Density functional theory data (ωB97M-V/def2-TZVPD) for a cluster of 2 separate species, C4H11NO in total at a distorted geometry.

Last column: Löwdin charge in e.
Cartesian coordinates (Å):
1 H -2.265 -1.023 2.536  0.06
2 C 2.151 0.637 -0.458  -0.35
3 H 2.862 0.728 -2.444  0.09
4 H -0.760 0.776 -0.606  0.03
5 N -1.691 0.431 -0.389  -0.03
6 H 2.324 1.730 -0.501  0.11
7 C -2.572 -0.417 1.690  -0.10
8 C -1.672 -0.817 0.449  -0.29
9 H -2.369 0.621 1.967  0.06
10 C 2.127 0.152 -1.852  -0.07
11 O 2.087 0.032 0.576  0.05
12 H -2.020 -1.747 -0.001  0.09
13 H 2.244 -0.902 -2.095  0.08
14 H 1.231 0.455 -2.427  0.09
15 H -2.018 1.153 0.229  0.03
16 H -0.625 -1.075 0.666  0.08
17 H -3.583 -0.506 1.283  0.07

Output
* HOMO-LUMO gap: 10.15 eV
* structure (SMILES): CC=O.CCN
* relative energy (zero: lowest compared OMol25 entry of this formula, charge and spin): 187.5 kJ/mol
* DFT total energy: -7862.6102 eV
* HOMO: -9.20 eV



Density functional theory data (ωB97M-V/def2-TZVPD) for the molecule C4H11NO at a distorted geometry.

Last column: Löwdin charge in e.
Cartesian coordinates (Å):
1 H 1.086 1.663 0.895  0.09
2 C 0.611 0.789 0.569  -0.21
3 H -0.245 1.592 -1.194  0.09
4 N -1.039 -0.168 -0.650  -0.17
5 H 0.260 0.120 1.384  0.12
6 H -0.511 -1.512 0.805  0.05
7 H 2.716 0.246 0.307  0.09
8 C 1.776 0.134 -0.187  -0.28
9 H -1.207 1.937 0.359  0.15
10 O 1.634 -1.268 -0.202  -0.17
11 H 1.948 0.329 -1.427  0.18
12 H -1.839 -0.127 -1.327  0.14
13 H -1.937 -1.812 -0.221  0.09
14 H -1.896 -0.618 1.234  0.12
15 H 0.568 -1.399 -0.395  0.12
16 C -1.364 -1.102 0.335  -0.18
17 C -0.559 1.195 -0.284  -0.20

Output
* HOMO-LUMO gap: 10.08 eV
* structure (SMILES): CNCCCO
* relative energy (zero: lowest compared OMol25 entry of this formula, charge and spin): 305.0 kJ/mol
* DFT total energy: -7861.3920 eV
* HOMO: -9.10 eV



Density functional theory data (ωB97M-V/def2-TZVPD) for the molecule C4H11NO at a distorted geometry.

Last column: Löwdin charge in e.
Cartesian coordinates (Å):
1 C -0.407 0.535 -0.516  -0.45
2 H -0.068 -0.201 -2.511  0.08
3 H 2.178 -0.161 0.737  0.12
4 H 0.862 -1.312 0.959  0.12
5 C 1.202 -0.307 1.220  -0.33
6 H 0.541 -0.475 2.983  0.10
7 C 0.511 -0.012 -1.597  -0.08
8 H 0.843 -1.032 -1.350  0.07
9 H -2.512 0.417 -1.099  0.07
10 H -1.721 -1.216 -0.827  0.06
11 C -1.803 -0.176 -0.528  -0.06
12 H 1.374 0.626 -1.756  0.08
13 H -0.628 1.571 -0.793  0.13
14 H 0.193 1.566 1.173  0.11
15 N 0.201 0.638 0.801  -0.03
16 O 1.407 -0.236 2.603  -0.05
17 H -2.173 -0.223 0.499  0.07

Output
* HOMO-LUMO gap: 9.50 eV
* structure (SMILES): CC(C)NCO
* relative energy (zero: lowest compared OMol25 entry of this formula, charge and spin): 120.8 kJ/mol
* DFT total energy: -7863.3018 eV
* HOMO: -8.50 eV



Density functional theory data (ωB97M-V/def2-TZVPD) for the molecule C4H11NO at a distorted geometry.

Last column: Löwdin charge in e.
Cartesian coordinates (Å):
1 C -0.744 0.793 1.461  -0.06
2 H 0.108 -0.309 -2.183  0.06
3 H 0.135 -1.771 0.314  0.14
4 C -0.855 0.162 0.101  -0.40
5 H 1.700 0.803 -0.274  0.08
6 C 1.658 -0.213 0.101  -0.07
7 H -1.687 1.584 -0.976  0.10
8 N 0.315 -1.164 -1.667  0.03
9 C 0.299 -0.829 -0.226  -0.40
10 H 0.114 1.452 1.466  0.08
11 H -0.487 -1.749 -1.893  0.07
12 H -0.654 0.078 2.275  0.09
13 O -0.796 1.212 -0.899  -0.07
14 H -1.760 -0.424 -0.101  0.14
15 H 2.424 -0.849 -0.344  0.08
16 H -1.602 1.422 1.675  0.08
17 H 1.832 -0.195 1.170  0.07

Output
* HOMO-LUMO gap: 10.04 eV
* structure (SMILES): C[C@H](N)[C@@H](C)O
* relative energy (zero: lowest compared OMol25 entry of this formula, charge and spin): 67.3 kJ/mol
* DFT total energy: -7863.8559 eV
* HOMO: -9.23 eV



Density functional theory data (ωB97M-V/def2-TZVPD) for a cluster of 2 separate species, C4H11NO in total at a distorted geometry.

Last column: Löwdin charge in e.
Cartesian coordinates (Å):
1 H 1.887 0.643 0.450  0.11
2 H -0.013 1.105 -0.954  0.11
3 N 0.425 1.462 1.693  -0.08
4 H 1.478 -3.812 -4.370  0.03
5 H -0.096 -0.650 -0.741  0.10
6 H 1.568 -2.381 -3.987  0.03
7 H -2.317 0.715 0.130  0.10
8 H -1.609 -0.637 1.020  0.10
9 H -1.470 2.320 1.694  0.10
10 C -1.426 0.357 0.626  -0.19
11 H 0.934 -0.608 1.407  0.11
12 C 0.922 0.350 0.871  -0.24
13 H -1.405 0.970 2.758  0.10
14 H 0.831 1.488 2.629  0.10
15 C -0.153 0.312 -0.224  -0.19
16 C -1.066 1.305 1.774  -0.22
17 O 1.511 -2.938 -4.777  -0.06

Output
* HOMO-LUMO gap: 9.39 eV
* structure (SMILES): C1CCNC1.O
* relative energy (zero: lowest compared OMol25 entry of this formula, charge and spin): 101.1 kJ/mol
* DFT total energy: -7863.5062 eV
* HOMO: -8.71 eV



> What is the DFT total energy in the second record?

-7862.6102 eV



Repeat the first record exactly.
Density functional theory data (ωB97M-V/def2-TZVPD) for a cluster of 2 separate species, C4H11NO in total.

Last column: Löwdin charge in e.
Cartesian coordinates (Å):
1 C -0.185 1.598 0.334  -0.60
2 C 0.349 -1.983 -0.678  -0.18
3 C -0.166 -3.347 -0.221  -0.16
4 C 1.306 1.487 0.583  -0.01
5 O -0.910 2.115 1.163  0.04
6 H 1.159 -1.670 -0.021  0.05
7 H -0.733 -3.336 0.701  0.06
8 H 1.800 0.605 0.178  0.06
9 H -0.071 0.597 -1.483  0.09
10 H -1.623 1.196 -1.090  0.11
11 H 0.657 -4.038 -0.063  0.06
12 H 1.781 2.377 0.168  0.09
13 H 0.758 -1.954 -1.687  0.07
14 H -0.837 -3.725 -0.993  0.06
15 H -0.433 -1.234 -0.599  0.04
16 N -0.658 1.088 -0.830  0.14
17 H 1.425 1.477 1.662  0.08

Output
* HOMO-LUMO gap: 10.65 eV
* structure (SMILES): CC(N)=O.CC
* relative energy (zero: lowest compared OMol25 entry of this formula, charge and spin): 18.5 kJ/mol
* DFT total energy: -7864.3616 eV
* HOMO: -9.79 eV